## i
Molecular formula: C3H9N2O2
Method: DFT, the ωB97M-V functional and the def2-TZVPD basis

Last column: Löwdin charge in e.
Geometry (Å):
O -0.044 1.140 -2.263  -0.061
C -0.336 1.311 -1.087  -0.388
C -1.673 0.939 -0.475  -0.271
N -1.579 1.053 0.987  -0.050
H 0.295 1.947 -0.456  0.106
H -2.436 1.625 -0.834  0.096
H -1.908 -0.091 -0.762  0.101
H -2.432 0.916 1.525  0.038
H -0.762 0.498 1.258  0.031
N 1.723 -2.224 0.304  -0.062
C 1.665 -0.703 0.352  -0.467
O 0.417 -0.212 0.126  -0.320
H 1.101 -2.692 1.011  0.043
H 1.473 -2.670 -0.597  0.033
H 2.064 -0.523 1.338  0.063
H 2.433 -0.316 -0.427  0.108

Values from the calculation:
- Net charge: -1
- HOMO-LUMO gap: 0.29692 Eh
- Spin multiplicity: 1

## ii
Molecular formula: C3H9N2O2
Method: DFT, the ωB97M-V functional and the def2-TZVPD basis

Last column: Löwdin charge in e.
Geometry (Å):
N -3.165 -0.031 -0.410  0.095
C -1.788 -0.056 -0.191  -0.807
O -1.133 -0.821 -0.972  -0.121
O -1.343 0.706 0.720  -0.099
H -3.612 0.797 -0.053  0.065
H -3.438 -0.357 -1.286  0.039
C 1.919 0.464 -0.706  -0.132
C 1.533 0.192 0.761  -0.391
N 0.939 -1.126 0.829  -0.046
H 0.989 0.461 -1.305  0.057
H 2.333 1.486 -0.807  0.050
H 2.710 -0.252 -1.068  0.067
H 2.431 0.257 1.415  0.090
H 0.828 0.963 1.054  0.063
H 0.721 -1.512 1.770  0.060
H 0.077 -1.174 0.248  0.012

Values from the calculation:
- Net charge: -1
- HOMO-LUMO gap: 0.30997 Eh
- Spin multiplicity: 1

Stability summary: most stable ii, least stable i.

## i
Molecular formula: CH3NO4
Method: DFT, the ωB97M-V functional and the def2-TZVPD basis

Last column: Löwdin charge in e.
Geometry (Å):
C 0.522 0.677 0.225  -0.531
N 2.089 -0.131 -0.011  0.089
O -1.807 0.313 0.320  -0.039
O -0.151 -0.367 0.035  0.118
O -2.747 -0.320 -0.487  0.015
O 0.492 1.848 0.375  0.163
H -3.139 -0.953 0.142  0.116
H 2.185 -1.093 0.305  0.032
H 2.555 0.026 -0.903  0.039

Values from the calculation:
- Net charge: 0
- HOMO-LUMO gap: 0.26338 Eh
- Spin multiplicity: 1

## ii
Molecular formula: CH3NO4
Method: DFT, the ωB97M-V functional and the def2-TZVPD basis

Last column: Löwdin charge in e.
Geometry (Å):
C 0.724 -0.133 -0.011  -0.074
N -2.790 -0.079 0.023  -0.518
O -2.345 1.181 -0.078  0.055
O -3.952 -0.170 0.201  0.129
O 0.339 0.878 -0.523  0.003
O -1.969 -0.957 0.022  0.048
H 1.963 -0.281 -0.107  0.151
H 0.134 -0.871 0.433  0.051
H -1.228 1.112 -0.269  0.156

Values from the calculation:
- Net charge: 0
- HOMO-LUMO gap: 0.40039 Eh
- Spin multiplicity: 1

Stability summary: most stable ii, least stable i.

## i
Molecular formula: C23H26N2O4
Method: DFT, the ωB97M-V functional and the def2-TZVPD basis

Last column: Löwdin charge in e.
Geometry (Å):
C -2.170 4.342 -3.613  -0.106
H -2.365 3.354 -4.027  0.070
C -0.909 4.330 -2.760  -0.230
C 0.314 3.923 -3.586  -0.205
O 1.504 3.894 -2.822  -0.033
C 1.723 2.881 -1.953  -0.257
C 2.869 3.001 -1.157  0.012
C 3.183 2.031 -0.238  -0.003
C 2.369 0.905 -0.070  -0.155
C 1.243 0.780 -0.881  -0.009
C 0.923 1.748 -1.810  -0.007
H 0.042 1.604 -2.415  0.094
H 0.595 -0.078 -0.801  0.091
C 2.740 -0.081 0.964  -0.353
O 3.792 -0.021 1.565  0.093
C 1.723 -1.172 1.249  -0.102
C 2.102 -1.996 2.483  -0.187
N 1.171 -3.068 2.794  -0.045
H 1.065 -3.675 1.987  0.117
C -0.139 -2.650 3.284  -0.240
C -0.249 -3.032 4.777  -0.511
O -1.202 -2.755 5.449  0.108
O 0.803 -3.703 5.221  0.113
H 1.429 -3.772 4.456  0.102
H -0.264 -1.563 3.221  0.151
C -1.300 -3.326 2.530  -0.075
C -1.312 -2.958 1.085  -0.189
C -0.916 -3.737 0.036  -0.053
N -1.052 -3.053 -1.143  0.087
C -1.552 -1.811 -0.877  -0.225
C -1.875 -0.765 -1.734  -0.033
C -2.359 0.395 -1.168  -0.106
C -2.517 0.518 0.215  -0.085
C -2.207 -0.517 1.069  -0.019
C -1.718 -1.705 0.525  -0.143
H -2.347 -0.417 2.135  0.116
H -2.898 1.445 0.617  0.102
H -2.631 1.226 -1.802  0.095
H -1.753 -0.865 -2.803  0.112
H -0.870 -3.427 -2.058  0.157
H -0.557 -4.750 0.040  0.125
H -1.203 -4.410 2.633  0.135
H -2.231 -3.018 3.008  0.130
H 3.087 -2.444 2.326  0.127
H 2.173 -1.338 3.352  0.135
H 1.666 -1.826 0.373  0.133
H 0.742 -0.712 1.384  0.109
H 4.061 2.122 0.383  0.120
H 3.488 3.875 -1.283  0.120
H 0.505 4.673 -4.359  0.133
H 0.145 2.958 -4.080  0.123
H -0.731 5.322 -2.342  0.117
H -1.031 3.637 -1.925  0.097
H -2.068 5.043 -4.439  0.074
H -3.027 4.639 -3.015  0.072

Values from the calculation:
- Net charge: 0
- HOMO-LUMO gap: 0.32493 Eh
- Spin multiplicity: 1

## ii
Molecular formula: C23H26N2O4
Method: DFT, the ωB97M-V functional and the def2-TZVPD basis

Last column: Löwdin charge in e.
Geometry (Å):
C -1.558 0.773 -4.504  -0.115
O -2.342 1.022 -3.369  -0.183
C -2.571 -0.137 -2.596  -0.241
C -3.313 0.264 -1.326  -0.122
H -4.325 0.562 -1.594  0.118
H -2.817 1.137 -0.902  0.114
C -3.363 -0.858 -0.276  -0.112
N -2.381 -0.734 0.774  -0.010
C -2.682 -0.144 1.954  -0.379
O -3.747 0.357 2.241  0.100
C -1.459 -0.296 2.858  -0.254
O -1.349 0.162 3.973  0.126
C -0.504 -1.080 2.088  -0.037
C 0.713 -1.520 2.478  -0.186
C 1.241 -1.395 3.845  -0.156
C 0.489 -1.780 4.951  -0.019
C 1.026 -1.682 6.220  -0.059
C 2.312 -1.199 6.401  -0.076
C 3.069 -0.821 5.305  -0.077
C 2.541 -0.926 4.031  -0.028
H 3.126 -0.606 3.178  0.121
H 4.071 -0.441 5.440  0.104
H 2.725 -1.116 7.395  0.104
H 0.437 -1.981 7.074  0.108
H -0.509 -2.163 4.809  0.124
O 1.508 -2.127 1.567  0.109
H 2.345 -2.384 1.978  0.121
C -1.022 -1.226 0.676  -0.175
C -0.178 -0.409 -0.277  -0.204
C 0.606 -1.011 -1.250  -0.053
C 1.336 -0.255 -2.146  -0.031
C 1.299 1.146 -2.106  -0.247
C 0.541 1.742 -1.086  -0.003
C -0.172 0.977 -0.191  -0.015
H -0.744 1.465 0.587  0.128
H 0.515 2.814 -0.987  0.102
N 1.989 1.920 -3.006  -0.196
C 1.589 3.294 -3.211  -0.067
H 1.993 3.944 -2.429  0.089
H 1.965 3.642 -4.171  0.083
H 0.499 3.388 -3.217  0.089
C 2.819 1.312 -4.014  -0.076
H 3.439 2.078 -4.475  0.084
H 2.234 0.817 -4.802  0.090
H 3.484 0.577 -3.558  0.085
H 1.913 -0.769 -2.898  0.096
H 0.638 -2.089 -1.319  0.120
H -1.020 -2.277 0.355  0.165
H -4.332 -0.827 0.231  0.126
H -3.243 -1.834 -0.757  0.132
H -1.609 -0.607 -2.347  0.102
H -3.166 -0.862 -3.176  0.130
H -0.574 0.377 -4.223  0.074
H -2.046 0.057 -5.178  0.089
H -1.437 1.726 -5.017  0.088

Values from the calculation:
- Net charge: 0
- HOMO-LUMO gap: 0.27488 Eh
- Spin multiplicity: 1

Stability summary: most stable i, least stable ii.

## i
Molecular formula: C11H16N3O
Method: DFT, the ωB97M-V functional and the def2-TZVPD basis

Last column: Löwdin charge in e.
Geometry (Å):
C 3.079 -2.258 -0.566  0.027
C 3.169 -1.359 0.530  0.000
C 1.772 -2.640 -1.018  0.047
C 1.980 -0.746 0.882  -0.016
C 0.519 -2.129 -0.497  -0.181
C -0.069 1.402 -0.967  -0.637
C -1.722 -1.197 0.889  -0.090
C -1.957 -1.920 -0.437  -0.120
C -0.382 -0.482 1.008  -0.031
C -0.026 2.699 -1.704  0.011
C -1.001 2.462 1.082  -0.067
N 0.746 -1.128 0.515  0.005
N -0.682 -2.473 -0.884  0.104
N -0.343 1.449 0.302  0.043
O 0.037 0.358 -1.534  0.059
H 3.861 -2.840 -0.899  0.094
H 4.069 -1.155 0.938  0.081
H 1.709 -3.119 -1.987  0.115
H 2.031 -0.092 1.738  0.144
H -2.506 -0.487 1.082  0.129
H -1.725 -1.953 1.633  0.121
H -2.665 -2.645 -0.320  0.096
H -2.384 -1.211 -1.165  0.140
H -0.314 -0.234 2.107  0.159
H 0.567 3.383 -1.066  0.084
H 0.546 2.631 -2.654  0.105
H -1.020 3.222 -1.684  0.111
H -0.402 3.382 0.973  0.102
H -2.033 2.777 0.873  0.103
H -0.882 2.074 2.006  0.040
H -0.676 -3.047 -1.811  0.224

Values from the calculation:
- Net charge: +1
- HOMO-LUMO gap: 0.29593 Eh
- Spin multiplicity: 1

## ii
Molecular formula: C11H16N3O
Method: DFT, the ωB97M-V functional and the def2-TZVPD basis

Last column: Löwdin charge in e.
Geometry (Å):
C 3.167 0.206 0.099  -0.069
C 3.217 -1.908 0.128  -0.092
C 2.209 -0.219 -0.814  -0.284
C 0.923 2.514 -0.483  -0.043
C 1.214 1.884 -1.632  -0.074
C 0.841 1.952 0.862  -0.358
C -0.067 0.659 1.022  -0.079
C 1.386 0.463 -1.757  0.045
C -0.542 -0.022 -0.233  -0.305
C -1.751 0.640 -0.842  -0.038
C -1.353 -2.033 1.031  0.006
N 3.766 -0.842 0.621  0.127
N 1.317 2.631 1.828  0.187
N -0.616 -1.456 -0.097  0.031
O 2.190 -1.569 -0.718  0.027
H 3.384 1.250 0.326  0.138
H 3.466 -2.841 0.376  0.103
H 0.948 3.574 -0.501  0.115
H 1.151 2.419 -2.621  0.144
H 0.579 -0.139 1.646  0.166
H -0.973 0.892 1.614  0.134
H 1.134 0.133 -2.701  0.107
H -2.365 0.235 -1.585  0.062
H -1.706 1.770 -1.210  0.153
H -2.483 0.734 -0.058  0.078
H -1.344 -3.077 0.882  0.094
H -0.923 -1.911 2.035  0.119
H -2.385 -1.845 1.025  0.098
H 0.990 2.266 2.685  0.050
H -1.225 -1.638 -0.834  0.139
H 0.392 -1.915 -0.257  0.217

Values from the calculation:
- Net charge: +1
- HOMO-LUMO gap (alpha / beta): 0.25677 / 0.26927 Eh
- Spin multiplicity: 1

Stability summary: most stable i, least stable ii.

## i
Molecular formula: C3H4FN3O
Method: DFT, the ωB97M-V functional and the def2-TZVPD basis

Last column: Löwdin charge in e.
Geometry (Å):
C 0.286 0.573 0.818  -0.336
C 0.544 -1.033 -0.617  -0.523
C -0.819 0.551 -0.041  -0.345
H 0.602 1.160 2.820  0.109
H 1.241 2.235 1.712  0.096
H 1.877 -2.228 -1.025  0.177
H -1.278 -0.856 -1.709  0.208
N 0.455 1.539 1.821  0.043
N 1.159 -0.383 0.315  0.143
N -0.648 -0.480 -0.935  0.184
O 0.852 -2.196 -1.217  0.060
F -1.787 1.331 -0.159  0.183

Values from the calculation:
- Net charge: 0
- HOMO-LUMO gap: 0.31519 Eh
- Spin multiplicity: 1

## ii
Molecular formula: C3H4FN3O
Method: DFT, the ωB97M-V functional and the def2-TZVPD basis

Last column: Löwdin charge in e.
Geometry (Å):
C 1.102 -0.269 -0.018  -0.366
C -1.094 -0.149 0.011  -0.332
C 0.016 0.632 0.003  -0.178
H 3.037 -0.699 0.154  0.088
H 2.671 0.914 0.397  0.098
H -2.731 1.005 -0.278  0.098
H -3.031 -0.638 -0.286  0.114
N 2.438 0.060 -0.085  0.138
N 0.691 -1.518 0.003  0.109
N -2.444 0.114 0.083  0.157
O -0.724 -1.430 0.017  0.005
F 0.069 1.980 0.000  0.070

Values from the calculation:
- Net charge: 0
- HOMO-LUMO gap: 0.34643 Eh
- Spin multiplicity: 1

## iii
Molecular formula: C3H4FN3O
Method: DFT, the ωB97M-V functional and the def2-TZVPD basis

Last column: Löwdin charge in e.
Geometry (Å):
C 1.004 0.220 0.460  -0.364
C -0.907 0.168 -0.610  -0.337
C -0.119 -0.599 0.180  -0.189
H 2.881 0.502 1.146  0.107
H 2.298 -1.101 1.238  0.101
H -2.671 -0.773 -0.809  0.101
H -2.694 0.825 -1.334  0.134
N 2.068 -0.108 1.276  0.123
N 0.909 1.400 -0.124  0.101
N -2.108 -0.052 -1.252  0.140
O -0.331 1.365 -0.778  -0.002
F -0.330 -1.847 0.608  0.084

Values from the calculation:
- Net charge: 0
- HOMO-LUMO gap: 0.34667 Eh
- Spin multiplicity: 1

Stability summary: most stable i, least stable iii.

## i
Molecular formula: H23O12
Method: DFT, the ωB97M-V functional and the def2-TZVPD basis

Last column: Löwdin charge in e.
Geometry (Å):
O 0.072 1.403 1.924  -0.142
H -0.431 1.382 2.765  0.053
H -0.270 2.053 1.215  0.000
O 1.682 1.332 -3.646  -0.038
H 1.777 0.925 -2.763  0.021
H 0.874 1.716 -3.622  -0.041
O 0.722 -4.527 -0.140  -0.086
H 0.413 -3.900 0.526  -0.036
O -0.966 2.517 -0.137  -0.319
H 0.789 -1.625 1.431  0.044
H -1.312 3.182 -0.547  -0.130
O -0.817 -2.037 3.759  -0.080
H -1.724 -2.338 3.831  0.039
H 4.101 -0.079 2.599  0.075
O -1.205 -1.520 -3.957  -0.127
H -1.854 -1.890 -3.392  -0.031
H 0.855 -4.055 -0.968  0.032
O 0.341 -2.453 1.418  -0.046
H 0.477 -3.070 2.149  0.069
H -1.391 -0.495 -3.601  0.124
O -1.915 -0.340 1.003  -0.121
H -1.363 0.551 0.725  0.079
H -1.809 -1.043 0.384  -0.001
O 0.909 0.984 -0.872  -0.052
H 0.032 1.205 -0.656  -0.060
H 1.349 1.041 -0.020  0.023
O 0.993 4.101 -0.822  -0.140
H 1.397 3.253 -1.018  -0.011
H 0.060 3.915 -0.411  0.039
O -2.605 0.309 -1.621  -0.044
H -2.309 0.857 -0.853  0.020
H -2.727 -0.509 -1.258  -0.042
O 3.710 0.216 1.700  -0.121
H -0.581 -1.409 3.046  0.018
H 2.724 0.347 1.827  0.032

Values from the calculation:
- Net charge: -1
- HOMO-LUMO gap: 0.31898 Eh
- Spin multiplicity: 1

## ii
Molecular formula: H23O12
Method: DFT, the ωB97M-V functional and the def2-TZVPD basis

Last column: Löwdin charge in e.
Geometry (Å):
O -0.799 -1.480 -4.292  -0.069
H -0.079 -3.268 1.373  -0.085
H -0.160 1.639 0.603  0.113
O 1.652 -1.240 3.260  -0.097
H 1.086 -1.970 3.112  -0.044
H 2.614 -1.614 3.159  0.091
O -1.153 1.583 4.221  -0.059
H -0.938 0.651 4.321  0.043
O -0.094 2.265 1.420  -0.077
H -1.189 4.351 1.206  -0.002
H -0.733 1.947 2.012  -0.008
O -0.561 -2.696 1.808  -0.085
H -2.051 -3.634 -2.822  0.007
H -1.968 -1.188 0.337  -0.082
O 2.460 -0.445 -3.896  -0.071
H -1.234 0.477 -2.423  -0.044
H -0.248 1.930 4.073  0.043
O -0.539 4.774 0.690  -0.050
H -0.251 4.461 -0.154  0.024
H 2.019 -0.691 -3.057  -0.029
O 1.858 -0.688 -1.273  -0.128
H 1.794 0.169 -1.968  0.124
H 0.921 -0.552 -1.050  -0.014
O -2.708 -2.961 -2.700  -0.107
H -2.611 -3.185 -1.660  0.123
H -0.265 -1.120 -3.579  -0.007
O -0.525 0.227 -1.962  -0.119
H -1.676 -1.320 -3.964  -0.006
H 1.754 3.072 2.948  -0.103
O 2.274 2.675 2.397  -0.045
H -0.887 -0.233 -1.071  0.014
H 2.326 -1.184 -4.465  0.015
O -1.113 -0.898 0.266  -0.288
H 1.679 2.003 1.897  0.070
H -0.655 -1.858 1.230  -0.050

Values from the calculation:
- Net charge: -1
- HOMO-LUMO gap: 0.33241 Eh
- Spin multiplicity: 1

Stability summary: most stable i, least stable ii.

## i
Molecular formula: C9H14N4O3
Method: DFT, the ωB97M-V functional and the def2-TZVPD basis

Last column: Löwdin charge in e.
Geometry (Å):
C -0.707 2.893 -1.940  -0.360
C -0.064 1.725 -1.239  -0.476
C -1.118 2.495 -3.422  -0.035
C -0.613 -0.374 -0.027  -0.203
C -1.777 -1.355 -0.071  -0.499
C -0.090 -0.102 1.463  -0.038
C 0.924 -1.055 1.999  -0.299
C 2.218 -0.783 2.336  -0.040
C 1.903 -2.929 2.123  -0.167
H 1.002 3.633 -2.688  0.080
H 0.712 4.163 -1.192  0.083
H -1.559 3.203 -1.346  0.131
H -1.985 1.819 -3.383  0.077
H -1.272 3.419 -4.019  0.084
H -0.266 1.984 -3.867  0.075
H -1.946 0.970 -0.818  0.133
H 0.143 -0.876 -0.635  0.164
H 0.275 0.925 1.493  0.121
H -0.989 -0.243 2.019  0.113
H 2.851 0.140 2.517  0.148
H 2.008 -4.007 2.209  0.131
H 3.843 -2.169 2.577  0.166
H -0.696 -2.576 0.921  0.063
N 0.236 4.024 -2.106  0.020
N -0.960 0.856 -0.660  0.099
N 0.731 -2.397 1.833  0.090
N 2.839 -2.014 2.441  0.059
O 1.126 1.523 -1.225  0.074
O -2.828 -1.078 -0.657  0.077
O -1.560 -2.539 0.423  0.130

Values from the calculation:
- Net charge: 0
- HOMO-LUMO gap: 0.35955 Eh
- Spin multiplicity: 1

## ii
Molecular formula: C9H14N4O3
Method: DFT, the ωB97M-V functional and the def2-TZVPD basis

Last column: Löwdin charge in e.
Geometry (Å):
C -2.765 -1.254 0.291  -0.587
C -2.044 0.185 0.116  -0.261
C -2.204 -2.231 -0.649  -0.110
C 0.256 1.395 1.054  -0.162
C 0.434 2.217 -0.198  -0.365
C 1.541 0.675 1.445  -0.101
C 2.181 -0.526 0.561  -0.327
C 3.258 -0.222 -0.296  -0.062
C 2.527 -2.332 -0.348  -0.173
H -4.277 -1.219 -1.231  0.171
H -4.746 -0.307 0.350  0.139
H -2.625 -1.431 1.319  0.106
H -0.856 -2.007 -0.934  0.172
H -2.979 -1.745 -1.595  0.117
H -2.622 -3.403 -0.297  0.149
H -0.565 -0.923 1.297  0.227
H -0.102 1.956 2.064  0.199
H 2.331 1.359 1.427  0.087
H 1.421 0.222 2.358  0.077
H 3.691 0.810 -0.508  0.149
H 2.278 -3.278 -0.806  0.111
H 4.016 -1.575 -1.763  0.221
H -1.428 2.495 -0.411  0.041
N -4.164 -1.228 0.024  -0.049
N -0.734 0.167 0.779  0.072
N 1.690 -1.730 0.537  0.090
N 3.474 -1.452 -0.792  0.006
O -2.736 1.185 -0.455  -0.065
O 1.539 2.390 -0.905  0.010
O -0.616 2.837 -0.760  0.120

Values from the calculation:
- Net charge: 0
- HOMO-LUMO gap: 0.33555 Eh
- Spin multiplicity: 1

Stability summary: most stable i, least stable ii.